# 1
A single C4H7NO2 molecule. Source: OMol25; level of theory: ωB97M-V with the def2-TZVPD basis set.

As for the SMILES: C[C@H]1[C@H](C=O)N1O. The HOMO energy comes out at -0.3570 hartree. The calculation puts the largest force on an atom at 0.55 eV/A. Its net charge is 0. The value obtained for the gap between HOMO and LUMO is 10.6 eV. The multiplicity is 1.

Last column: Mulliken charge in e.
Element x y z (Å)
C 0.401 1.520 1.147  -1.267
C -0.048 0.303 0.393  0.032
C 0.411 -0.273 -0.916  0.118
C -0.815 -0.509 -1.738  -0.102
O -1.097 0.223 -2.658  -0.490
N 0.687 -0.929 0.364  -0.370
O -0.149 -2.033 0.671  -0.401
H 1.485 1.589 1.261  0.338
H 0.029 2.418 0.644  0.298
H -0.054 1.475 2.142  0.317
H -1.124 0.136 0.480  0.377
H 1.291 0.045 -1.470  0.403
H -1.491 -1.317 -1.400  0.404
H 0.474 -2.649 1.079  0.341

# 2
2 unconnected molecules or ions with the total composition C4H9NO. Source: OMol25; level of theory: ωB97M-V with the def2-TZVPD basis set.

The HOMO energy (spin up / spin down) comes out at -0.2704 / -0.2704 hartree. The calculation puts the largest force on an atom at 0.39 eV/A. Its net charge is 0. The value obtained for the gap between HOMO and LUMO (spin up / spin down) is 7.5 / 7.5 eV. The multiplicity is 1.

Last column: Mulliken charge in e.
Element x y z (Å)
C 2.021 0.067 -0.541  -1.009
C 0.694 0.722 -0.801  -0.284
C -0.198 -0.572 1.068  -0.965
C -1.263 0.121 0.498  0.656
O -1.081 1.293 -0.002  -0.623
N -2.503 -0.427 0.379  -0.448
H 2.654 0.319 -1.413  0.386
H 1.931 -1.016 -0.457  0.325
H 2.522 0.458 0.347  0.306
H 0.764 1.798 -0.919  0.319
H 0.100 0.241 -1.569  0.328
H -0.321 -1.610 1.370  0.287
H 0.447 0.028 1.705  0.293
H -3.142 -0.026 -0.290  0.233
H -2.625 -1.395 0.625  0.195

# 3
A single C20H14Cl3F6N3O3S molecule at a distorted geometry. Source: OMol25; level of theory: ωB97M-V with the def2-TZVPD basis set.

As for the SMILES: Cc1cc(C2=NO[C@@](c3cc(Cl)c(Cl)c(Cl)c3)(C(F)(F)F)C2)sc1C(=O)NCC(=O)NCC(F)(F)F. The HOMO energy comes out at -0.3458 hartree. The calculation puts the largest force on an atom at 3.40 eV/A. Its net charge is 0. The value obtained for the gap between HOMO and LUMO is 8.8 eV. The multiplicity is 1.

Last column: Mulliken charge in e.
Element x y z (Å)
C -0.304 -2.773 3.678  -1.701
C 0.335 -2.089 2.458  0.515
C 0.522 -0.642 2.532  -0.833
C 1.068 -0.097 1.417  0.272
C 1.401 1.309 1.124  0.360
N 1.460 2.151 2.058  -0.547
O 1.716 3.487 1.499  -0.406
C 2.000 3.412 0.099  1.568
C 0.982 4.281 -0.703  -0.360
C -0.370 4.398 -0.264  -0.458
C -1.264 5.225 -0.878  -0.073
Cl -2.871 5.300 -0.236  -0.193
C -0.894 5.931 -2.021  0.375
Cl -2.112 6.841 -2.893  -0.172
C 0.416 5.816 -2.537  -0.214
Cl 0.816 6.679 -4.006  -0.194
C 1.341 5.029 -1.863  -0.539
C 3.505 3.802 -0.059  0.586
F 4.279 3.149 0.812  -0.285
F 3.903 3.481 -1.300  -0.256
F 3.778 5.087 0.200  -0.256
C 1.677 1.904 -0.206  -1.182
S 1.410 -1.318 0.225  -0.191
C 0.792 -2.593 1.246  0.571
C 0.665 -3.913 0.665  0.342
O 1.203 -4.122 -0.421  -0.688
N -0.211 -4.827 1.208  -0.123
C -0.822 -5.809 0.337  -0.824
C -1.888 -5.127 -0.525  0.749
O -3.076 -5.398 -0.344  -0.648
N -1.596 -4.158 -1.469  -0.092
C -2.534 -3.254 -2.143  -0.985
C -2.632 -1.889 -1.511  0.936
F -3.597 -1.227 -2.140  -0.277
F -2.975 -1.966 -0.228  -0.265
F -1.479 -1.139 -1.602  -0.251
H -1.405 -2.599 3.675  0.333
H -0.118 -3.851 3.705  0.509
H 0.154 -2.358 4.581  0.434
H 0.290 -0.035 3.418  0.461
H -0.722 3.859 0.610  0.493
H 2.344 4.966 -2.294  0.484
H 0.815 1.801 -0.889  0.561
H 2.524 1.422 -0.669  0.591
H -0.722 -4.462 1.999  0.146
H -0.118 -6.272 -0.397  0.381
H -1.300 -6.636 0.878  0.320
H -0.607 -3.950 -1.544  0.315
H -2.247 -3.100 -3.209  0.311
H -3.532 -3.725 -2.073  0.397

# 4
A single C21H31N3O4 molecule. Source: OMol25; level of theory: ωB97M-V with the def2-TZVPD basis set.

As for the SMILES: COc1ccc(C(=O)N2CCN(C)[C@H](C)C2)cc1OC1CCN(C(C)=O)CC1. The HOMO energy comes out at -0.3099 hartree. The calculation puts the largest force on an atom at 0.84 eV/A. Its net charge is 0. The value obtained for the gap between HOMO and LUMO is 8.9 eV. The multiplicity is 1.

Last column: Mulliken charge in e.
Element x y z (Å)
C 2.899 4.226 -1.310  -1.058
O 2.762 3.015 -0.607  -0.291
C 1.505 2.593 -0.257  0.762
C 0.346 3.286 -0.586  -0.607
C -0.900 2.843 -0.179  -1.472
C -1.019 1.676 0.558  -0.081
C -2.360 1.269 1.080  0.326
O -3.038 2.047 1.729  -0.648
N -2.759 -0.001 0.829  0.230
C -2.167 -0.917 -0.113  -0.432
C -3.152 -1.214 -1.248  -0.952
N -4.406 -1.689 -0.703  0.025
C -5.295 -2.196 -1.723  -1.116
C -5.020 -0.735 0.214  0.017
C -5.474 0.591 -0.409  -1.327
C -4.021 -0.478 1.350  -1.375
C 0.132 0.971 0.882  0.417
C 1.393 1.398 0.483  0.451
O 2.420 0.614 0.918  -0.531
C 3.628 0.477 0.180  0.292
C 4.456 -0.573 0.941  -0.772
C 4.450 -1.926 0.226  -1.010
N 3.127 -2.239 -0.267  0.230
C 2.481 -3.334 0.199  0.969
C 1.090 -3.567 -0.352  -0.915
O 2.992 -4.091 1.003  -0.679
C 2.559 -1.308 -1.219  -0.080
C 3.356 -0.004 -1.249  -1.042
H 2.408 4.183 -2.288  0.382
H 3.970 4.359 -1.452  0.264
H 2.503 5.070 -0.738  0.379
H 0.409 4.202 -1.151  0.452
H -1.782 3.413 -0.426  0.470
H -1.939 -1.854 0.408  0.104
H -1.251 -0.494 -0.526  0.358
H -3.275 -0.312 -1.873  0.305
H -2.736 -2.003 -1.880  0.467
H -4.828 -3.062 -2.192  0.358
H -6.225 -2.515 -1.256  0.334
H -5.529 -1.463 -2.510  0.378
H -5.896 -1.237 0.641  0.487
H -6.000 1.177 0.339  0.428
H -6.146 0.416 -1.246  0.406
H -4.624 1.174 -0.753  0.199
H -3.841 -1.413 1.890  0.338
H -4.405 0.278 2.036  0.586
H 0.082 0.078 1.488  0.576
H 4.156 1.436 0.151  0.368
H 4.009 -0.680 1.929  0.290
H 5.485 -0.235 1.063  0.331
H 5.158 -1.924 -0.610  0.309
H 4.730 -2.724 0.916  0.467
H 0.417 -2.778 -0.024  -0.064
H 1.100 -3.591 -1.439  0.331
H 0.729 -4.519 0.027  0.378
H 2.543 -1.751 -2.225  0.353
H 1.527 -1.078 -0.935  -0.144
H 2.786 0.745 -1.798  0.297
H 4.310 -0.137 -1.758  0.484

# 5
A molecular structure, C26H17BrNO2PtS at a distorted geometry. Source: OMol25; level of theory: ωB97M-V with the def2-TZVPD basis set.

The HOMO energy (spin up / spin down) comes out at -0.3285 / -0.4057 hartree. The calculation puts the largest force on an atom at 2.20 eV/A. Its net charge is +1. The value obtained for the gap between HOMO and LUMO (spin up / spin down) is 5.7 / 4.6 eV. As for the expectation value of S²: 6.065. The multiplicity is 5.

Last column: Mulliken charge in e.
Element x y z (Å)
Pt 0.646 0.690 0.670  0.786
S 4.798 2.361 0.536  -0.189
C 4.949 0.631 0.534  -0.652
C 3.730 -0.029 0.464  0.180
C 2.658 0.834 0.435  -0.571
C 3.052 2.218 0.491  -0.039
C 2.080 3.203 0.552  1.195
C 2.303 4.602 0.546  -1.037
C 1.247 5.465 0.542  -0.356
C -0.065 4.925 0.544  -0.947
C -0.246 3.564 0.586  0.320
N 0.763 2.682 0.603  -0.173
H 5.919 0.176 0.576  0.486
H 3.674 -1.102 0.430  0.401
H 3.326 4.944 0.540  0.360
H 1.392 6.532 0.540  0.459
H -0.927 5.574 0.522  0.418
H -1.247 3.149 0.612  0.404
C -3.161 0.681 -3.420  -0.574
C -1.769 0.621 -3.315  -0.833
C -1.167 0.588 -2.077  -0.673
C -1.941 0.615 -0.903  1.798
C -1.359 0.561 0.387  -1.374
C -2.142 0.647 1.534  0.256
C -3.525 0.762 1.415  -0.852
C -4.125 0.776 0.172  -0.640
C -3.360 0.699 -1.007  0.854
C -3.943 0.723 -2.290  -0.908
H -3.620 0.695 -4.396  0.422
H -1.167 0.602 -4.211  0.433
H -0.082 0.541 -1.981  0.437
H -1.697 0.610 2.523  0.516
H -4.122 0.840 2.310  0.458
H -5.200 0.852 0.096  0.433
H -5.018 0.773 -2.372  0.453
Br -1.260 -7.377 0.522  -0.180
C -0.027 -5.926 0.536  -0.011
C 1.336 -6.198 0.538  -0.444
C 2.231 -5.142 0.538  -0.522
C 1.771 -3.839 0.554  -0.173
C 0.402 -3.580 0.568  0.142
C -0.510 -4.627 0.547  -0.506
C -0.073 -2.158 0.601  0.895
O -1.253 -1.864 0.439  -0.559
O 0.861 -1.310 0.805  -0.570
H 1.691 -7.215 0.537  0.426
H 3.292 -5.336 0.529  0.416
H 2.457 -3.008 0.557  0.300
H -1.570 -4.420 0.543  0.533

# 6
A single C3H5N3OS molecule at a distorted geometry. Source: OMol25; level of theory: ωB97M-V with the def2-TZVPD basis set.

As for the SMILES: [H]/N=C1/NNC(=O)CS1. The HOMO energy comes out at -0.3459 hartree. The calculation puts the largest force on an atom at 3.13 eV/A. Its net charge is 0. The value obtained for the gap between HOMO and LUMO is 10.1 eV. The multiplicity is 1.

Last column: Mulliken charge in e.
Element x y z (Å)
H 2.774 -0.927 1.407  0.265
N 2.091 -0.189 1.650  -0.626
C 1.129 -0.248 0.837  0.443
N -0.032 0.550 1.054  -0.362
N -0.631 1.193 -0.028  -0.203
C -1.102 0.464 -1.094  0.395
O -1.499 1.013 -2.067  -0.562
C -0.900 -1.034 -0.890  -0.458
S 0.883 -1.300 -0.556  -0.124
H 0.153 1.336 1.782  0.331
H -0.214 2.078 -0.356  0.260
H -1.477 -1.302 0.028  0.313
H -1.174 -1.634 -1.766  0.327

Relative energy (zero: lowest compared OMol25 entry of this formula, charge and spin), record by record: 370.54 440.61 0.00 201.79 0.00 143.26 kJ/mol